Entry 1:
Below is C28H21BF2N6O5PbSe as an isolated structure, with properties calculated with ωB97M-V/def2-TZVPD.

Kohn-Sham gap   4.33 eV
Total charge   -2
Energy relative to the best compared isomer or geometry (same formula, charge and spin)   0.925 eV

Last column: Mulliken charge in e.
Positions of all 65 atoms, in Å:
Pb  -0.077  0.639  0.935  1.3693
O  3.480  -2.527  2.356  -0.7315
C  3.067  -3.637  1.724  0.2624
C  3.868  -4.776  1.826  -0.5881
C  3.507  -5.944  1.185  -0.2277
C  2.335  -6.003  0.432  -0.7554
C  1.530  -4.880  0.351  -0.4405
C  1.868  -3.692  0.995  0.1954
C  0.968  -2.496  0.936  0.9756
O  1.461  -1.361  1.289  -0.8419
N  -0.264  -2.729  0.557  -0.9766
N  -1.055  -1.584  0.601  0.7176
C  -2.288  -1.790  0.345  -0.8552
C  -3.366  -0.809  0.407  0.6728
C  -4.562  -1.157  -0.231  -0.5578
C  -5.668  -0.331  -0.243  -0.6137
C  -5.583  0.892  0.431  -0.4165
C  -4.431  1.250  1.095  -0.3093
C  -3.277  0.425  1.110  0.3690
O  -2.226  0.810  1.771  -0.9434
H  2.876  -1.803  2.049  0.3778
H  4.787  -4.699  2.393  0.4097
H  4.155  -6.811  1.253  0.3431
H  2.063  -6.911  -0.093  0.3600
H  0.609  -4.894  -0.217  0.4124
H  -2.562  -2.809  0.061  0.2970
H  -4.600  -2.112  -0.749  0.3143
H  -6.570  -0.619  -0.769  0.3720
H  -6.427  1.573  0.426  0.3527
H  -4.353  2.201  1.609  0.3679
C  -1.199  5.385  -0.304  -1.7430
C  -1.112  3.870  -0.456  1.1686
O  -0.228  3.301  0.167  -0.4671
C  -2.077  3.186  -1.323  0.2243
C  -3.095  3.949  -1.935  -0.8088
C  -4.059  3.403  -2.743  -0.8353
C  -4.025  2.013  -2.970  -0.3315
C  -3.050  1.240  -2.412  -0.3768
C  -2.024  1.775  -1.563  0.2711
O  -1.154  0.954  -1.109  -0.5221
H  -0.407  5.687  0.376  0.3361
H  -2.165  5.684  0.107  0.4228
H  -1.068  5.889  -1.264  0.4155
H  -3.121  5.017  -1.758  0.3014
H  -4.826  4.024  -3.189  0.3551
H  -4.786  1.549  -3.589  0.3748
H  -3.019  0.169  -2.568  0.3797
F  2.022  -0.801  -2.836  -0.3087
B  2.295  0.342  -2.212  0.4040
F  1.549  1.397  -2.581  -0.2627
Se  5.655  -2.560  -0.748  -0.1023
N  6.261  -1.115  0.196  -1.0284
C  5.407  -0.128  0.005  0.9716
C  5.476  1.167  0.542  -0.9789
C  4.437  2.091  0.220  -0.3007
C  3.411  1.822  -0.603  -0.8421
N  3.306  0.524  -1.235  0.2074
C  4.259  -0.472  -0.900  0.8506
N  4.199  -1.653  -1.386  -0.7399
H  6.286  1.433  1.206  0.3412
H  4.455  3.083  0.661  0.3150
H  2.606  2.505  -0.818  0.4900
N  0.183  0.604  4.500  -0.1281
C  0.424  1.555  3.872  -0.2706
H  -0.079  -0.308  4.810  0.3064

Atoms 1-2, force components in eV/Å:
Pb -0.05 0.36 -0.32
O -0.02 0.00 -0.02

***

Entry 2:
Below is C28H21Br2N3O2S6Zr as an isolated structure, with properties calculated with ωB97M-V/def2-TZVPD.

Kohn-Sham gap   2.39 eV
Total charge   -2
Energy relative to the best compared isomer or geometry (same formula, charge and spin)   3.101 eV

Last column: Mulliken charge in e.
Positions of all 63 atoms, in Å:
Zr  8.950  10.935  11.649  0.2839
S  5.220  4.919  12.941  -0.3464
C  6.369  6.027  12.872  0.1208
S  7.769  5.966  11.827  -0.1490
C  8.271  7.633  12.026  0.5347
C  7.829  8.241  13.156  -0.1654
S  8.387  9.679  13.989  -0.2626
S  6.432  7.490  13.871  -0.1047
S  9.139  8.530  10.812  -0.4323
C  9.555  14.235  14.211  -0.2639
C  10.094  14.615  15.287  0.0859
C  10.709  14.936  16.461  -0.0164
C  10.658  16.348  16.883  0.5428
C  9.514  17.123  16.436  -1.0625
C  9.578  18.468  16.673  -0.2257
C  10.531  19.055  17.519  -0.5564
C  11.618  18.284  17.999  -0.6215
C  11.760  16.975  17.534  -0.5696
C  11.360  14.003  17.347  0.7967
C  11.673  12.691  16.980  -0.8041
C  11.968  11.761  17.943  -0.3394
C  12.146  12.142  19.306  -0.4980
C  11.924  13.436  19.634  -0.7767
C  11.455  14.372  18.671  -0.5291
H  8.747  16.617  15.831  0.3330
H  8.828  19.143  16.231  0.2961
H  10.449  20.116  17.698  0.3445
H  12.399  18.762  18.551  0.3597
H  12.570  16.318  17.747  0.7752
H  11.671  12.400  15.924  0.4488
H  12.149  10.694  17.629  0.2996
H  12.413  11.396  20.051  0.3405
H  11.981  13.749  20.634  0.3956
H  11.307  15.370  19.067  0.3812
Br  7.253  15.136  5.220  -0.1995
C  8.557  14.325  6.247  0.0649
C  9.859  14.197  5.669  -0.2428
N  10.786  13.653  6.424  -0.5920
C  10.624  13.195  7.612  -0.1982
C  9.339  13.085  8.173  0.0481
C  8.264  13.775  7.501  -0.2675
C  9.048  12.246  9.371  1.4466
O  9.966  11.363  9.760  -0.7792
O  7.943  12.281  10.052  -0.7535
H  10.193  14.549  4.692  0.3927
H  11.472  12.741  8.097  0.5031
H  7.250  13.743  7.880  0.4978
C  5.826  9.513  10.310  -0.8859
N  5.815  10.130  11.594  0.5316
C  4.590  10.065  12.435  -0.6416
C  4.726  11.069  13.539  -0.4620
N  6.097  11.530  13.310  0.0773
C  6.712  10.911  12.285  -0.1394
S  8.696  13.751  12.947  -0.4629
H  5.022  9.832  9.590  0.2510
H  5.784  8.417  10.483  0.2776
H  6.803  9.769  9.909  0.2828
H  4.373  9.083  12.867  0.1951
H  3.676  10.211  11.718  0.3380
H  4.736  10.485  14.519  0.2418
H  3.893  11.842  13.538  0.2927
H  6.612  12.208  13.896  0.0828
Br  11.127  11.205  12.729  -0.5149

Atoms 1-2, force components in eV/Å:
Zr -0.36 1.49 1.44
S -1.30 -1.39 0.17

***

Entry 3:
Below is C28H21BrF6N7O6S2Sn as an isolated structure, with properties calculated with ωB97M-V/def2-TZVPD.

Kohn-Sham gap   7.49 eV
Total charge   -1
Energy relative to the best compared isomer or geometry (same formula, charge and spin)   1.470 eV

Last column: Mulliken charge in e.
Positions of all 72 atoms, in Å:
Sn  -0.077  0.224  -0.569  1.3778
C  3.021  6.113  3.159  -1.6066
C  2.660  4.831  2.458  0.3488
C  3.620  3.960  1.961  -1.3835
C  3.271  2.794  1.314  -0.0605
C  1.932  2.359  1.136  0.4145
N  1.683  1.133  0.541  0.2548
C  2.819  0.290  0.549  -0.4401
C  3.386  -0.065  1.778  0.4604
C  4.488  -0.884  1.891  -0.9927
C  5.068  -1.434  0.755  0.3916
C  6.232  -2.382  0.840  -1.6402
C  4.517  -1.105  -0.472  -0.9477
C  3.430  -0.242  -0.597  0.9209
N  2.971  0.047  -1.923  0.9154
C  3.459  -0.451  -3.082  0.0294
C  2.681  0.026  -4.106  -1.0906
C  1.713  0.808  -3.468  -0.1732
N  1.897  0.825  -2.156  -0.9813
C  0.977  3.304  1.573  -0.3337
C  1.345  4.483  2.214  -0.2443
N  -0.420  3.159  1.357  0.9337
C  -1.397  3.527  2.211  -0.2671
C  -2.573  3.546  1.505  -0.9395
C  -2.205  3.150  0.211  -0.3627
N  -0.901  2.933  0.122  -0.8960
H  4.034  6.063  3.560  0.3804
H  2.342  6.316  3.989  0.3639
H  2.976  6.971  2.483  0.2922
H  4.672  4.204  2.068  0.3516
H  4.062  2.168  0.931  0.4650
H  2.915  0.332  2.669  0.5328
H  4.874  -1.134  2.873  0.3086
H  6.628  -2.419  1.855  0.4013
H  7.039  -2.079  0.171  0.3644
H  5.931  -3.395  0.565  0.2958
H  4.945  -1.562  -1.353  0.2206
H  4.303  -1.112  -3.120  0.3755
H  2.784  -0.190  -5.154  0.4192
H  0.900  1.374  -3.893  0.4697
H  0.556  5.167  2.507  0.5540
H  -1.188  3.726  3.247  0.5527
H  -3.554  3.765  1.881  0.4472
H  -2.828  3.003  -0.657  0.4536
F  -2.932  -5.299  -0.657  -0.2210
C  -3.345  -4.512  0.341  0.3755
F  -4.520  -3.984  -0.004  -0.2108
F  -3.522  -5.266  1.426  -0.2179
S  -2.080  -3.203  0.633  1.2401
O  -2.085  -2.396  -0.558  -0.6317
O  -0.901  -3.933  0.983  -0.5319
N  -2.748  -2.494  1.887  -0.5825
S  -2.803  -0.946  2.070  1.0356
O  -3.207  -0.624  3.403  -0.6854
O  -1.662  -0.222  1.530  -0.4789
C  -4.264  -0.413  1.031  0.5976
F  -3.918  -0.118  -0.221  -0.1990
F  -5.182  -1.379  0.998  -0.2457
F  -4.843  0.667  1.569  -0.2349
Br  0.046  -2.796  4.474  -0.1742
C  0.989  -3.468  2.977  -0.4355
C  1.822  -4.562  3.125  -0.2377
N  2.515  -5.073  2.109  -0.7314
C  2.378  -4.492  0.919  -0.5134
C  1.579  -3.380  0.684  1.0404
C  0.864  -2.856  1.746  0.1722
C  1.518  -2.796  -0.709  -0.4489
O  2.028  -3.415  -1.629  -0.7756
O  0.914  -1.662  -0.839  -0.5835
H  1.934  -5.041  4.091  0.3980
H  2.934  -4.919  0.093  0.5484
H  0.220  -1.996  1.616  0.7964

Atoms 1-2, force components in eV/Å:
Sn 0.61 0.29 -0.16
C -0.01 -0.01 -0.03

***

Calculated lowest unoccupied orbital energy (eV), listed in the same order as above: 4.4; 3.0; 2.5
Calculated HOMO energy (Eh), listed in the same order as above: 0.0040; 0.0210; -0.1828